Version a
Computed, not measured: C3H4O2S as an isolated structure, with ωB97M-V/def2-TZVPD.

```
! RIJCOSX wB97M-V def2-TZVPD def2/J DEFGRID3
* xyz 0 1
C 0.21 -1.00 0.21
C -1.10 -0.25 0.21
C 1.14 0.14 -0.11
O 0.45 -2.13 0.52
O -0.50 2.22 -0.75
S -0.18 1.38 0.39
H -1.60 -0.26 -0.75
H -1.80 -0.52 1.00
H 2.07 0.16 0.44
H 1.32 0.25 -1.18
*
```

Highest occupied orbital energy: -9.80 eV

---

Version b
Computed, not measured: one molecule with the formula C3H4O2S, with ωB97M-V/def2-TZVPD.

```
! RIJCOSX wB97M-V def2-TZVPD def2/J DEFGRID3
* xyz 0 1
C 0.04 0.32 -0.71
C -0.89 -0.70 -0.17
C -1.06 0.77 0.18
O 2.77 1.14 0.19
O 2.29 -1.27 -0.21
S 1.88 0.04 0.24
H -1.71 -0.93 -0.78
H -0.64 -1.57 0.57
H -0.77 1.13 1.09
H -1.90 1.06 -0.37
*
```

Highest occupied orbital energy (alpha / beta): -9.30 / -9.53 eV
SMILES: O=S(=O)=C1CC1

---

Here are the energies relative to the best structure, in kJ/mol: version a 0.0; version b 352.5.

---

Version a
Computed, not measured: a 2-piece molecular cluster, C3H4O2S overall, with ωB97M-V/def2-TZVPD.

```
! RIJCOSX wB97M-V def2-TZVPD def2/J DEFGRID3
* xyz 0 1
C 1.14 0.61 -0.45
C -0.06 -0.90 0.39
C -1.56 -0.73 0.09
O 0.62 -1.72 0.89
O 2.54 2.63 -0.17
S 1.56 1.75 0.59
H 1.45 0.38 -1.45
H -1.62 0.31 -0.15
H -2.04 -1.06 1.04
H -2.04 -1.26 -0.79
*
```

Highest occupied orbital energy: -9.24 eV

---

Version b
Computed, not measured: one molecule with the formula C3H4O2S, with ωB97M-V/def2-TZVPD.

```
! RIJCOSX wB97M-V def2-TZVPD def2/J DEFGRID3
* xyz 0 1
C 0.15 0.32 -0.55
C 1.41 0.48 -0.89
C -0.21 -0.91 0.37
O 0.83 -1.80 0.40
O -0.73 -0.47 1.59
S 2.61 -0.65 -0.67
H -0.54 1.11 -0.51
H 1.80 1.54 -1.08
H -0.98 -1.20 -0.23
H 0.05 -0.45 2.21
*
```

Highest occupied orbital energy (alpha / beta): -9.13 / -9.10 eV

---

Here are the energies relative to the best structure, in kJ/mol: version a 0.0; version b 22.1.

---

Version a
Computed, not measured: a 2-piece molecular cluster, C3H4O2S overall, with ωB97M-V/def2-TZVPD.

```
! RIJCOSX wB97M-V def2-TZVPD def2/J DEFGRID3
* xyz 0 1
C -2.00 0.82 2.11
C -1.13 0.65 1.30
C 0.42 -0.32 -1.51
O 1.17 -1.60 0.60
O 2.33 0.64 0.33
S 1.18 -0.21 0.23
H -2.87 1.39 2.38
H -0.41 -0.82 -1.21
H 0.27 0.57 -2.03
H 1.03 -1.10 -2.20
*
```

Highest occupied orbital energy (alpha / beta): -10.18 / -10.09 eV

---

Version b
Computed, not measured: one molecule with the formula C3H4O2S, with ωB97M-V/def2-TZVPD.

```
! RIJCOSX wB97M-V def2-TZVPD def2/J DEFGRID3
* xyz 0 1
C -1.19 -0.27 0.00
C -0.06 -1.11 0.05
C -1.06 1.05 0.02
O 3.48 0.12 0.01
O 1.25 -0.81 -0.01
S 2.11 0.56 -0.02
H -2.10 -0.71 -0.12
H -0.34 -2.21 -0.07
H -1.91 1.83 -0.13
H -0.17 1.55 0.27
*
```

Highest occupied orbital energy (alpha / beta): -8.57 / -7.71 eV

---

Here are the energies relative to the best structure, in kJ/mol: version a 311.9; version b 0.0.

---

Version a
Computed, not measured: a 2-piece molecular cluster, C6H14N2O2 overall, with ωB97M-V/def2-TZVPD.

```
! RIJCOSX wB97M-V def2-TZVPD def2/J DEFGRID3
* xyz 0 1
C 2.13 -0.14 -2.73
C -1.54 -0.31 -1.89
C -0.24 -0.54 -2.60
O -0.17 -1.28 -3.57
N 0.85 0.10 -2.11
H 0.84 0.65 -1.26
H 2.04 -0.23 -3.81
H -1.86 -1.25 -1.42
H 2.82 0.68 -2.53
H 2.59 -1.09 -2.43
H -1.53 0.43 -1.09
H -2.29 -0.11 -2.64
C -0.42 2.05 2.92
C -0.16 -1.58 1.85
C -0.27 0.87 2.00
O -0.03 1.01 0.80
N -0.39 -0.34 2.57
H 0.51 2.29 3.42
H -0.61 -0.36 3.56
H 0.63 -2.15 2.33
H -0.76 2.90 2.34
H -1.18 1.86 3.67
H -1.08 -2.15 1.79
H 0.12 -1.31 0.82
*
```

Highest occupied orbital energy: -9.09 eV
SMILES: CNC(C)=O.CNC(C)=O

---

Version b
Computed, not measured: a 2-piece molecular cluster, C6H14N2O2 overall, with ωB97M-V/def2-TZVPD.

```
! RIJCOSX wB97M-V def2-TZVPD def2/J DEFGRID3
* xyz 0 1
C 0.24 -2.41 2.31
C -1.16 -1.80 -1.14
C 0.20 -1.79 0.94
O 1.01 -1.01 0.47
N -0.83 -2.29 0.18
H -0.58 -2.13 2.97
H -1.65 -2.60 0.70
H -0.31 -1.57 -1.78
H 0.30 -3.50 2.24
H 1.15 -2.08 2.80
H -1.54 -2.64 -1.73
H -1.96 -1.06 -1.09
C -0.01 2.32 -2.37
C 0.94 1.75 1.22
C 0.52 2.54 0.01
O 0.51 3.76 -0.10
N 0.28 1.75 -1.07
H 0.22 0.75 -1.03
H 0.65 3.16 -2.58
H -0.07 1.63 -3.17
H 1.17 2.38 2.07
H -0.97 2.83 -2.28
H 0.18 1.00 1.43
H 1.72 1.03 0.98
*
```

Highest occupied orbital energy: -9.06 eV
SMILES: CNC(C)=O.CNC(C)=O

---

Version c
Computed, not measured: a 2-piece molecular cluster, C6H14N2O2 overall, with ωB97M-V/def2-TZVPD.

```
! RIJCOSX wB97M-V def2-TZVPD def2/J DEFGRID3
* xyz 0 1
C -1.40 0.61 2.36
C 1.88 1.76 0.85
C 0.02 0.45 1.90
O 0.52 -0.61 1.53
N 0.70 1.60 1.72
H -1.47 0.47 3.44
H 0.31 2.47 2.01
H 2.36 0.79 0.78
H 1.50 2.11 -0.10
H -1.83 1.54 2.12
H -2.00 -0.20 1.95
H 2.59 2.42 1.34
C -1.79 -1.75 -0.67
C 1.28 -0.44 -2.53
C -0.14 -0.98 -2.34
O -0.95 -0.86 -3.25
N -0.43 -1.50 -1.14
H 0.28 -1.43 -0.42
H -1.84 -1.34 0.33
H 1.17 0.57 -2.92
H -2.44 -1.23 -1.37
H -1.95 -2.81 -0.61
H 1.90 -0.58 -1.65
H 1.73 -1.04 -3.31
*
```

Highest occupied orbital energy: -9.22 eV
SMILES: CNC(C)=O.CNC(C)=O

---

Version d
Computed, not measured: a 2-piece molecular cluster, C6H14N2O2 overall, with ωB97M-V/def2-TZVPD.

```
! RIJCOSX wB97M-V def2-TZVPD def2/J DEFGRID3
* xyz 0 1
C 2.65 -0.36 -0.14
C -0.29 -0.82 -2.54
C 1.63 -1.09 -1.04
O 1.47 -2.28 -0.94
N 0.99 -0.32 -1.99
H 2.03 -0.13 0.74
H 3.06 0.52 -0.60
H 0.86 0.67 -1.82
H -0.31 -1.91 -2.57
H 3.41 -1.05 0.15
H -1.11 -0.44 -1.93
H -0.47 -0.45 -3.55
C -1.60 2.22 0.49
C -0.66 -1.03 2.11
C -0.85 0.51 2.10
O -0.26 1.39 2.67
N -1.78 0.88 1.12
H -2.19 0.17 0.54
H -0.56 2.55 0.54
H -1.64 -1.47 2.29
H -1.79 2.17 -0.59
H -2.33 2.84 1.09
H -0.36 -1.21 1.09
H 0.11 -1.36 2.78
*
```

Highest occupied orbital energy: -9.77 eV
SMILES: CNC(C)=O.CNC(C)=O

---

Here are the energies relative to the best structure, in kJ/mol: version a 0.0; version b 61.8; version c 30.9; version d 82.2.

---

Version a
Computed, not measured: a 2-piece molecular cluster, C6H14N2O2 overall, with ωB97M-V/def2-TZVPD.

```
! RIJCOSX wB97M-V def2-TZVPD def2/J DEFGRID3
* xyz 0 1
C 1.68 1.15 2.25
C 1.01 -2.45 1.53
C 1.43 -1.26 2.33
O 2.12 -1.37 3.33
N 0.96 -0.06 1.89
H 0.37 -0.16 1.07
H 1.95 1.05 3.30
H 1.64 -2.50 0.64
H 2.59 1.21 1.65
H 1.02 1.99 2.10
H 1.02 -3.43 1.99
H 0.00 -2.39 1.12
C -1.06 2.55 -1.54
C -1.61 -1.13 -2.41
C -0.81 1.04 -1.50
O 0.13 0.55 -0.90
N -1.70 0.30 -2.20
H -0.31 3.05 -0.96
H -2.55 0.75 -2.50
H -0.81 -1.58 -1.83
H -1.01 2.87 -2.58
H -2.07 2.71 -1.18
H -2.55 -1.58 -2.15
H -1.44 -1.32 -3.46
*
```

Highest occupied orbital energy: -8.98 eV
SMILES: CNC(C)=O.CNC(C)=O

---

Version b
Computed, not measured: a 2-piece molecular cluster, C6H14N2O2 overall, with ωB97M-V/def2-TZVPD.

```
! RIJCOSX wB97M-V def2-TZVPD def2/J DEFGRID3
* xyz 0 1
C 0.86 0.40 -1.55
C 0.44 1.71 -2.19
N 0.75 0.49 -0.10
N 2.24 0.09 -1.90
H 0.15 -0.39 -1.86
H 1.29 1.27 0.25
H 0.89 -0.45 0.40
H 2.47 -0.87 -1.64
H 2.40 0.19 -2.89
H -0.59 1.93 -1.92
H 1.09 2.52 -1.85
H 0.51 1.64 -3.28
C -0.44 -0.92 2.84
C -1.24 0.28 0.55
C -0.86 -1.08 1.41
C -1.20 -2.25 0.88
O -1.27 1.34 1.39
O -1.93 0.21 -0.44
H -1.90 1.99 1.03
H -1.17 -0.33 3.39
H 0.50 -0.37 2.89
H -0.33 -1.89 3.33
H -1.58 -2.30 -0.13
H -1.08 -3.19 1.40
*
```

Highest occupied orbital energy: -9.18 eV
SMILES: C=C(C)C(=O)O.CC(N)N

---

Version c
Computed, not measured: a 2-piece molecular cluster, C6H14N2O2 overall, with ωB97M-V/def2-TZVPD.

```
! RIJCOSX wB97M-V def2-TZVPD def2/J DEFGRID3
* xyz 0 1
C 0.83 1.78 -2.09
C 2.61 -0.72 0.21
C 2.17 -0.06 -1.14
O 2.50 -0.42 -2.24
N 1.47 1.12 -0.96
H 1.02 1.20 -0.06
H 0.87 2.86 -1.98
H 1.80 -0.61 0.93
H 1.44 1.60 -2.96
H -0.18 1.43 -2.21
H 2.74 -1.75 -0.10
H 3.58 -0.27 0.39
C -2.60 0.67 -0.21
C -0.99 -1.74 2.20
C -1.58 0.22 0.84
O -0.65 0.81 1.34
N -1.82 -1.12 1.16
H -2.23 0.39 -1.20
H -2.22 -1.81 0.55
H -0.08 -1.20 2.43
H -3.54 0.26 0.14
H -2.60 1.75 -0.37
H -1.53 -1.57 3.15
H -1.00 -2.82 2.18
*
```

Highest occupied orbital energy: -9.28 eV
SMILES: CNC(C)=O.CNC(C)=O

---

Here are the energies relative to the best structure, in kJ/mol: version a 0.0; version b 158.2; version c 53.3.

---

Version a
Computed, not measured: a 2-piece molecular cluster, C6H9NO overall, with ωB97M-V/def2-TZVPD.

```
! RIJCOSX wB97M-V def2-TZVPD def2/J DEFGRID3
* xyz 0 1
C -2.83 0.43 -0.19
C -0.35 -0.27 -0.41
C 0.39 0.85 0.42
C 1.05 -0.90 0.26
C 2.02 -0.30 -0.82
C 1.58 1.00 -0.47
H -2.72 1.23 0.60
H -2.59 1.09 -1.23
H -3.78 -0.10 -0.18
H -2.03 -1.53 -1.07
H -0.64 0.15 -1.41
H 0.06 1.70 1.10
H 1.16 -2.05 0.03
H 2.63 -0.80 -1.63
H 1.77 2.09 -0.45
N -1.74 -0.76 0.16
O 0.90 -0.17 1.30
*
```

Highest occupied orbital energy: -9.05 eV

---

Version b
Computed, not measured: C6H9NO as an isolated structure, with ωB97M-V/def2-TZVPD.

```
! RIJCOSX wB97M-V def2-TZVPD def2/J DEFGRID3
* xyz 0 1
C 0.24 -0.84 0.83
C 0.63 1.27 -0.22
C -0.43 -0.41 -0.30
N 1.95 1.14 -0.58
C -0.95 -2.46 1.12
C 0.03 2.39 0.18
C -1.28 -0.55 -1.28
O -0.51 -3.56 1.00
H 2.15 0.43 -1.27
H 2.48 1.99 -0.72
H -1.95 -2.26 1.59
H 0.11 -0.31 1.76
H 1.19 -1.34 0.68
H -0.98 2.39 0.55
H 0.52 3.36 0.11
H -1.43 0.25 -1.99
H -1.76 -1.50 -1.46
*
```

Highest occupied orbital energy: -7.67 eV

---

Version c
Computed, not measured: a 2-piece molecular cluster, C6H9NO overall, with ωB97M-V/def2-TZVPD.

```
! RIJCOSX wB97M-V def2-TZVPD def2/J DEFGRID3
* xyz 0 1
C 1.01 0.14 -1.46
C 2.01 0.96 -1.01
N 1.48 1.68 0.03
C 0.21 1.25 0.32
C -0.13 0.30 -0.62
C -1.33 -0.55 -0.69
C -2.28 -0.61 0.25
H 1.05 -0.44 -2.38
H 3.00 1.06 -1.42
H 1.90 2.49 0.46
H -0.21 1.64 1.23
H -1.37 -1.27 -1.49
H -3.07 -1.33 0.16
H -2.26 0.05 1.11
H 0.42 -1.76 1.17
H -0.41 -1.44 2.41
O -0.03 -2.19 1.92
*
```

Highest occupied orbital energy: -8.20 eV
SMILES: C=Cc1cc[nH]c1.O

---

Version d
Computed, not measured: C6H9NO as an isolated structure, with ωB97M-V/def2-TZVPD.

```
! RIJCOSX wB97M-V def2-TZVPD def2/J DEFGRID3
* xyz 0 1
C 1.10 -1.75 -0.49
C -1.03 0.53 0.26
C 0.84 1.34 0.25
C 0.40 0.18 0.97
C 0.81 -1.19 0.85
C -1.38 0.31 -1.02
O -1.90 0.86 1.27
N 0.97 2.37 -0.38
H -2.72 1.18 0.88
H 1.91 2.78 -0.45
H 0.24 0.49 2.00
H 0.30 -1.83 1.56
H -0.65 0.21 -1.80
H -2.43 0.25 -1.30
H 1.84 -1.15 -1.04
H 1.49 -2.77 -0.42
H 0.20 -1.80 -1.14
*
```

Highest occupied orbital energy (alpha / beta): -5.81 / -7.03 eV

---

Here are the energies relative to the best structure, in kJ/mol: version a 768.4; version b 448.6; version c 0.0; version d 480.9.

---

Version a
Computed, not measured: C2H4N2S2 as an isolated structure, with ωB97M-V/def2-TZVPD.

```
! RIJCOSX wB97M-V def2-TZVPD def2/J DEFGRID3
* xyz 0 1
C 0.34 1.04 -1.29
C 0.87 0.75 0.97
N 1.06 1.16 -0.20
N -1.19 -0.70 -0.15
S -0.83 -0.14 -1.59
S -1.36 -2.39 0.03
H 0.65 1.81 -2.05
H 1.62 0.34 1.60
H -0.02 0.35 1.37
H -1.14 -2.21 1.31
*
```

Highest occupied orbital energy (alpha / beta): -7.69 / -7.55 eV

---

Version b
Computed, not measured: a 2-piece molecular cluster, C2H4N2S2 overall, with ωB97M-V/def2-TZVPD.

```
! RIJCOSX wB97M-V def2-TZVPD def2/J DEFGRID3
* xyz 0 1
C -0.16 0.57 -0.39
C -0.20 -1.02 -0.15
N -1.49 0.90 -0.96
N -2.39 0.12 -0.83
S -4.58 0.42 0.36
S -1.97 -1.43 0.02
H -0.33 1.12 0.55
H 0.77 0.74 -0.94
H 0.26 -1.58 -1.04
H 0.42 -1.16 0.77
*
```

Highest occupied orbital energy (alpha / beta): -9.16 / -9.18 eV

---

Here are the energies relative to the best structure, in kJ/mol: version a 0.0; version b 63.5.

---

Version a
Computed, not measured: one molecule with the formula C2H4N2S2, with ωB97M-V/def2-TZVPD.

```
! RIJCOSX wB97M-V def2-TZVPD def2/J DEFGRID3
* xyz 0 1
C -0.44 1.26 -0.08
C 1.53 -1.22 -0.50
H -2.60 -0.74 1.57
H -0.95 2.20 -0.13
H 2.18 -2.05 -0.60
H 0.60 -1.44 0.04
N -0.88 0.25 0.51
N 1.96 -0.11 -0.99
S -2.41 0.52 1.20
S 1.03 1.33 -1.01
*
```

Highest occupied orbital energy: -8.53 eV
SMILES: C=NS/C=N/S

---

Version b
Computed, not measured: one molecule with the formula C2H4N2S2, with ωB97M-V/def2-TZVPD.

```
! RIJCOSX wB97M-V def2-TZVPD def2/J DEFGRID3
* xyz 0 1
C -1.35 -0.68 0.39
C 0.80 0.30 -0.44
N -0.49 -1.54 -0.25
N 0.57 -1.14 -0.56
S 2.44 0.81 0.16
S -0.42 1.09 0.44
H -2.07 -0.45 -0.38
H -1.85 -1.05 1.22
H 1.80 1.79 0.83
H 0.57 0.86 -1.40
*
```

Highest occupied orbital energy: -8.99 eV
SMILES: S[C@H]1N=NCS1

---

Version c
Computed, not measured: one molecule with the formula C2H4N2S2, with ωB97M-V/def2-TZVPD.

```
! RIJCOSX wB97M-V def2-TZVPD def2/J DEFGRID3
* xyz 0 1
C -0.95 -0.53 1.23
C 0.45 -0.05 0.46
H -2.66 -0.04 -1.38
H -1.02 0.42 -1.12
H -0.95 -0.79 2.40
H -0.35 2.02 1.19
N -1.78 -0.38 -1.12
N -1.94 -0.70 0.24
S 0.41 1.60 -0.07
S 1.71 -1.00 -0.25
*
```

Highest occupied orbital energy: -8.90 eV
SMILES: N/N=C\C(=S)S

---

Here are the energies relative to the best structure, in kJ/mol: version a 0.0; version b 70.0; version c 217.6.

---

Version a
Computed, not measured: C7H21Cl2N2OScSi as an isolated structure, with ωB97M-V/def2-TZVPD.

```
! RIJCOSX wB97M-V def2-TZVPD def2/J DEFGRID3
* xyz 2 1
Sc 0.50 -0.73 -0.17
N 2.32 -0.78 1.12
C 2.53 0.55 1.80
C 2.82 1.67 0.82
C 1.65 2.16 -0.02
N 1.24 1.18 -1.09
H 2.21 -1.49 1.85
H 3.19 -1.03 0.65
H 3.35 0.45 2.50
H 1.62 0.76 2.37
H 3.67 1.40 0.17
H 3.17 2.52 1.40
H 1.91 3.11 -0.49
H 0.77 2.33 0.61
H 2.02 1.08 -1.74
H 0.51 1.62 -1.65
C -3.60 -0.78 1.14
Si -2.28 0.18 0.28
C -2.58 2.00 0.20
C -2.00 -0.52 -1.48
O -0.76 -0.11 0.98
H -4.55 -0.66 0.62
H -3.73 -0.43 2.16
H -3.37 -1.85 1.17
H -3.52 2.21 -0.30
H -1.80 2.54 -0.34
H -2.65 2.44 1.20
H -2.66 0.03 -2.16
H -2.29 -1.57 -1.56
H -1.02 -0.41 -1.99
Cl 1.41 -2.25 -2.35
C 0.66 -3.73 -1.69
Cl -0.09 -3.37 -0.11
H 1.44 -4.48 -1.55
H -0.11 -4.06 -2.37
*
```

Highest occupied orbital energy: -16.84 eV

---

Version b
Computed, not measured: C7H21Cl2N2OScSi as an isolated structure, with ωB97M-V/def2-TZVPD.

```
! RIJCOSX wB97M-V def2-TZVPD def2/J DEFGRID3
* xyz 2 1
Sc -0.04 -0.34 0.32
N 0.11 -2.48 -0.36
C -1.01 -2.99 -1.23
C -2.40 -2.60 -0.73
C -2.80 -1.14 -0.97
N -2.25 -0.20 0.07
H 0.96 -2.51 -0.92
H 0.26 -3.15 0.39
H -0.94 -4.07 -1.28
H -0.85 -2.59 -2.23
H -2.53 -2.87 0.33
H -3.11 -3.21 -1.27
H -3.88 -1.06 -0.97
H -2.44 -0.81 -1.94
H -2.76 -0.35 0.94
H -2.51 0.75 -0.23
C 0.51 3.15 -1.94
Si 1.42 1.91 -0.91
C 1.01 2.12 0.96
C 3.25 1.83 -1.16
O 0.73 0.37 -1.15
H 0.94 4.15 -1.79
H -0.55 3.21 -1.70
H 0.61 2.90 -3.00
H 0.93 3.18 1.21
H 1.76 1.71 1.64
H 0.01 1.77 1.31
H 3.72 2.76 -0.83
H 3.49 1.70 -2.22
H 3.71 1.01 -0.60
Cl -0.06 0.93 4.26
C 1.00 -0.42 4.22
Cl 0.94 -1.32 2.56
H 0.69 -1.20 4.91
H 2.05 -0.14 4.32
*
```

Highest occupied orbital energy: -16.87 eV

---

Here are the energies relative to the best structure, in kJ/mol: version a 0.0; version b 47.8.